No. 1
# C27H38N8O8PPbS3

A structure of composition C27H38N8O8PPbS3 (wB97M-V/def2-TZVPD, the Open Molecules 2025 dataset).

HOMO-LUMO gap (hartree): 0.29021

```
! RIJCOSX wB97M-V def2-TZVPD def2/J DEFGRID3
* xyz -1 1
Pb 0.96 1.57 0.90
N -2.39 -1.10 1.36
C -2.65 -2.06 0.43
C -3.55 -3.09 0.62
C -3.87 -3.97 -0.43
C -3.31 -3.85 -1.67
C -2.35 -2.83 -1.88
C -1.72 -2.61 -3.13
C -0.79 -1.61 -3.25
C -0.45 -0.85 -2.11
N -1.01 -1.03 -0.95
C -1.97 -1.98 -0.83
H -1.61 -0.49 1.19
H -2.61 -1.28 2.33
H -4.05 -3.19 1.58
H -4.59 -4.75 -0.24
H -3.58 -4.51 -2.48
H -1.99 -3.23 -3.98
H -0.30 -1.41 -4.20
H 0.31 -0.09 -2.17
O 0.43 3.83 4.29
S 0.64 3.14 3.05
O 0.42 3.97 1.82
O 2.01 2.53 2.88
O -0.29 1.94 2.86
C -0.75 4.12 -2.05
N -2.13 3.90 -1.68
C -3.04 4.92 -2.17
P -2.55 2.82 -0.49
O -1.44 1.87 -0.27
N -3.89 1.95 -0.94
C -5.22 2.52 -1.06
C -3.67 0.82 -1.84
N -3.13 3.70 0.79
C -2.47 4.95 1.17
C -3.45 2.90 1.97
H -0.37 5.07 -1.64
H -0.66 4.16 -3.14
H -0.13 3.31 -1.68
H -2.66 5.92 -1.95
H -4.02 4.82 -1.69
H -3.17 4.84 -3.25
H -5.35 3.32 -0.34
H -5.96 1.74 -0.85
H -5.42 2.90 -2.07
H -2.66 0.43 -1.69
H -3.79 1.12 -2.89
H -4.38 0.03 -1.62
H -2.25 5.55 0.29
H -1.54 4.77 1.71
H -3.16 5.51 1.81
H -3.93 1.97 1.68
H -4.14 3.47 2.60
H -2.54 2.67 2.55
O 5.88 -1.73 2.08
S 4.89 -1.32 3.05
O 5.31 -0.48 4.13
N 3.60 -0.69 2.25
C 2.56 -1.47 2.32
S 1.12 -1.26 1.44
C 2.75 -2.69 3.18
C 1.84 -3.68 3.48
C 2.27 -4.73 4.30
C 3.57 -4.77 4.79
C 4.48 -3.77 4.47
C 4.04 -2.74 3.67
H 0.84 -3.63 3.09
H 1.57 -5.52 4.55
H 3.87 -5.59 5.42
H 5.49 -3.79 4.85
N 2.63 1.19 -1.90
C 3.03 0.11 -1.90
N 3.41 -1.16 -1.96
C 3.80 -1.68 -3.26
C 5.30 -1.51 -3.46
O 6.02 -2.11 -2.41
C 5.68 -1.54 -1.15
C 4.20 -1.71 -0.85
H 3.23 -1.18 -4.04
H 3.54 -2.75 -3.27
H 5.54 -0.43 -3.51
H 5.63 -1.98 -4.38
H 5.94 -0.48 -1.14
H 6.27 -2.05 -0.39
H 3.92 -1.22 0.08
H 3.95 -2.77 -0.77
*
```


No. 2
# C27H38N8PdSSb2

A structure of composition C27H38N8PdSSb2 (wB97M-V/def2-TZVPD, the Open Molecules 2025 dataset).

HOMO-LUMO gap (spin up / spin down) (hartree): 0.27935 / 0.19947

```
! RIJCOSX wB97M-V def2-TZVPD def2/J DEFGRID3
* xyz 4 5
Pd -0.72 0.00 -0.63
C -1.21 -3.99 -0.37
Sb -0.59 -2.57 -1.82
C -1.85 -3.06 -3.46
C 1.27 -3.53 -2.49
C 1.99 -4.18 -1.39
C 1.89 -5.56 -1.22
C 2.59 -6.20 -0.22
C 3.41 -5.45 0.68
C 3.51 -4.09 0.55
C 2.82 -3.41 -0.46
C 2.96 -1.96 -0.59
Sb 1.62 -0.74 0.67
C 1.87 -1.62 2.58
C 2.91 0.93 0.77
H -0.62 -3.91 0.54
H -1.11 -4.99 -0.78
H -2.26 -3.82 -0.14
H -1.88 -4.14 -3.53
H -1.45 -2.63 -4.38
H -2.85 -2.68 -3.27
H 1.85 -2.75 -3.00
H 0.93 -4.25 -3.22
H 1.29 -6.14 -1.91
H 2.54 -7.27 -0.11
H 3.97 -5.98 1.44
H 4.16 -3.53 1.21
H 2.79 -1.58 -1.59
H 3.94 -1.63 -0.24
H 2.93 -1.75 2.78
H 1.36 -2.58 2.66
H 1.46 -0.94 3.33
H 3.76 0.68 1.41
H 2.37 1.78 1.19
H 3.26 1.18 -0.23
N -3.88 0.98 -3.58
C -2.56 0.97 -3.38
N -2.32 0.42 -2.20
C -3.57 0.13 -1.72
N -4.54 0.46 -2.53
C -3.75 -0.51 -0.42
C -5.00 -0.78 0.13
N -5.13 -1.35 1.31
C -4.02 -1.68 1.96
C -2.77 -1.42 1.44
N -2.63 -0.84 0.24
H -4.40 1.33 -4.38
H -1.84 1.33 -4.09
H -5.91 -0.51 -0.41
H -4.14 -2.16 2.93
H -1.86 -1.69 1.97
C -2.27 5.72 4.40
C -1.23 4.92 3.72
C 0.14 5.17 3.78
C 1.03 4.35 3.10
N 0.58 3.32 2.34
C -0.70 3.09 2.29
S -1.38 1.79 1.34
N -1.60 3.86 2.97
C 2.50 4.56 3.15
H -1.83 6.52 4.98
H -2.85 5.08 5.07
H -2.96 6.15 3.66
H 0.50 6.00 4.37
H -2.59 3.63 2.90
H 2.78 5.33 3.85
H 2.86 4.84 2.15
H 3.00 3.63 3.42
C 1.19 4.19 -3.71
C 2.03 2.98 -3.27
C 1.27 2.04 -2.46
N 0.66 1.30 -1.83
H 1.83 4.87 -4.27
H 0.78 4.72 -2.86
H 0.38 3.88 -4.37
H 2.89 3.29 -2.67
H 2.42 2.43 -4.13
*
```


No. 3
# C27H39AgGeI2Si2Te

A structure of composition C27H39AgGeI2Si2Te (wB97M-V/def2-TZVPD, the Open Molecules 2025 dataset).

HOMO-LUMO gap (spin up / spin down) (hartree): 0.25473 / 0.24049

```
! RIJCOSX wB97M-V def2-TZVPD def2/J DEFGRID3
* xyz 1 2
Ag 0.56 -0.26 0.81
I 1.46 -0.64 3.68
C 3.45 -0.94 3.00
I 3.65 -1.00 0.89
H 3.79 -1.89 3.39
H 4.05 -0.12 3.37
C -2.06 -1.64 -4.24
C -2.92 -2.14 -3.27
C -2.44 -2.39 -1.98
C -1.11 -2.15 -1.67
C -0.26 -1.62 -2.65
C -0.73 -1.37 -3.93
Ge -0.41 -2.57 0.08
C 1.03 -3.86 0.04
C 1.51 -4.38 -1.16
C 2.54 -5.31 -1.16
C 3.10 -5.73 0.04
C 2.63 -5.22 1.24
C 1.61 -4.28 1.24
C -1.76 -3.03 1.39
C -2.73 -2.08 1.74
C -3.71 -2.40 2.67
C -3.73 -3.66 3.25
C -2.77 -4.60 2.91
C -1.79 -4.29 1.98
H -2.43 -1.45 -5.24
H -3.95 -2.34 -3.51
H -3.11 -2.78 -1.23
H 0.78 -1.42 -2.42
H -0.07 -0.98 -4.69
H 1.07 -4.07 -2.10
H 2.90 -5.72 -2.09
H 3.90 -6.46 0.04
H 3.06 -5.55 2.18
H 1.25 -3.88 2.19
H -2.72 -1.10 1.28
H -4.46 -1.67 2.93
H -4.50 -3.91 3.97
H -2.80 -5.59 3.36
H -1.05 -5.03 1.72
C -1.26 3.01 -3.21
Si -2.35 2.92 -1.69
C -3.59 4.31 -1.72
C -3.19 1.26 -1.57
C -1.30 3.14 -0.12
Te 0.65 2.29 -0.24
C 1.41 3.20 1.55
Si 2.91 4.31 1.21
C 4.24 3.27 0.40
C 2.36 5.69 0.08
C 3.52 4.97 2.85
H -1.87 3.05 -4.11
H -0.60 2.14 -3.30
H -0.63 3.90 -3.19
H -4.25 4.22 -2.59
H -3.09 5.28 -1.79
H -4.22 4.31 -0.83
H -3.66 0.98 -2.51
H -3.98 1.28 -0.81
H -2.49 0.46 -1.30
H -1.81 2.71 0.74
H -1.12 4.19 0.07
H 1.64 2.41 2.27
H 0.57 3.78 1.95
H 3.86 2.69 -0.44
H 4.69 2.57 1.11
H 5.04 3.91 0.02
H 1.91 5.30 -0.83
H 3.21 6.31 -0.21
H 1.63 6.34 0.57
H 3.75 4.16 3.54
H 2.78 5.62 3.32
H 4.43 5.56 2.71
*
```


ΔE to the lowest compared entry with this formula, charge and spin per entry: 1.562 0.396 0.000 eV